29
Properties=species:S:1:pos:R:3:forces:R:3 method="wB97M-V/def2-TZVPD" relative_energy_ev=0.119 e_lumo_ev="0.66 / 0.34" gap_ev="7.043 / 8.100" spin_multiplicity=3
Pd -1.064 -0.256 -1.316 0.2 0.0 0.1
C 0.705 -2.988 3.826 0.0 0.0 0.0
C 1.372 -2.538 2.582 0.0 0.0 0.0
N 2.552 -2.902 2.186 0.0 0.0 0.0
N 2.724 -2.234 1.014 -0.1 0.0 0.0
C 1.680 -1.458 0.667 0.0 -0.1 -0.1
S 1.531 -0.552 -0.736 -0.1 0.2 0.0
N 0.811 -1.656 1.692 -0.1 0.1 0.1
N -0.399 -0.962 1.850 0.2 -0.1 -0.1
H 1.342 -3.725 4.309 0.0 0.0 0.0
H -0.261 -3.446 3.608 0.0 0.0 0.0
H 0.549 -2.158 4.516 0.0 0.0 0.0
H 3.544 -2.372 0.451 0.0 0.0 0.0
H -0.972 -1.186 1.015 0.0 0.0 0.1
H -0.847 -1.347 2.675 0.0 0.0 -0.1
C -0.699 4.526 -2.694 0.0 0.1 0.0
C -1.901 3.982 -2.279 -0.1 -0.1 0.1
C -1.930 2.653 -1.893 0.0 0.1 0.0
N -0.847 1.872 -1.901 0.0 -0.2 0.0
C 0.311 2.404 -2.296 0.0 0.1 0.0
C 0.428 3.723 -2.702 0.1 -0.1 0.0
H -0.639 5.561 -3.003 0.0 0.0 0.0
H -2.808 4.569 -2.252 0.0 0.0 0.0
H -2.850 2.187 -1.563 0.0 0.0 0.0
H 1.171 1.749 -2.274 0.0 0.0 0.0
H 1.390 4.104 -3.015 0.0 0.0 0.0
C -1.532 -2.123 -0.862 0.0 0.0 0.0
H -0.802 -2.932 -0.801 0.0 0.0 0.0
H -2.559 -2.494 -0.805 0.0 0.0 0.0